{
  "formula": "C18H43AsOSSi3SnTe2",
  "method": "the ωB97M-V functional and the def2-TZVPD basis",
  "species": ["Sn", "C", "Si", "C", "C", "C", "Te", "C", "Si", "C", "C", "C", "H", "H", "H", "H", "H", "H", "H", "H", "H", "H", "H", "H", "H", "H", "H", "H", "H", "H", "H", "H", "H", "H", "Te", "C", "C", "C", "C", "S", "H", "H", "H", "C", "Si", "C", "C", "O", "H", "H", "H", "H", "H", "H", "H", "H", "H", "C", "As", "C", "C", "H", "H", "H", "H", "H", "H", "H", "H", "H"],
  "positions_angstrom": [[0.528, 0.590, 0.812], [-1.578, -2.710, 3.369], [-1.720, -4.304, 2.404], [-3.503, -4.739, 2.090], [-0.726, -5.683, 3.149], [-0.864, -3.946, 0.698], [-1.676, -2.351, -0.361], [-3.269, -3.331, -1.308], [-4.842, -2.226, -1.479], [-5.300, -1.617, 0.227], [-6.137, -3.315, -2.239], [-4.298, -0.807, -2.565], [-2.097, -2.792, 4.325], [-2.025, -1.863, 2.838], [-0.533, -2.471, 3.581], [-3.988, -4.988, 3.036], [-3.613, -5.607, 1.436], [-4.060, -3.903, 1.657], [-1.020, -5.840, 4.189], [0.343, -5.459, 3.137], [-0.881, -6.624, 2.620], [-0.907, -4.818, 0.042], [0.181, -3.696, 0.900], [-3.439, -4.248, -0.741], [-2.894, -3.597, -2.301], [-5.790, -2.395, 0.816], [-6.000, -0.782, 0.151], [-4.441, -1.254, 0.801], [-6.367, -4.161, -1.590], [-5.816, -3.705, -3.206], [-7.064, -2.761, -2.399], [-3.432, -0.289, -2.140], [-5.091, -0.064, -2.667], [-4.034, -1.147, -3.569], [2.594, -1.555, 1.997], [2.465, -1.659, 4.016], [1.553, -1.053, 4.874], [1.802, -1.344, 6.219], [2.898, -2.163, 6.380], [3.626, -2.573, 4.909], [0.753, -0.414, 4.530], [1.215, -0.971, 7.044], [3.302, -2.535, 7.309], [4.235, 2.036, 2.340], [3.657, 2.293, 0.588], [4.859, 1.539, -0.615], [3.378, 4.105, 0.286], [2.183, 1.478, 0.399], [5.267, 2.377, 2.450], [4.221, 0.985, 2.643], [3.624, 2.595, 3.052], [5.826, 2.041, -0.531], [4.535, 1.625, -1.653], [5.021, 0.480, -0.399], [4.235, 4.667, 0.664], [2.493, 4.463, 0.818], [3.264, 4.360, -0.768], [-1.549, 2.045, -3.197], [-0.080, 1.289, -2.169], [1.251, 2.676, -2.444], [0.597, -0.050, -3.418], [-1.149, 2.395, -4.147], [-1.986, 2.883, -2.658], [-2.317, 1.297, -3.380], [1.300, 2.905, -3.508], [2.218, 2.319, -2.100], [0.984, 3.574, -1.890], [1.087, 0.447, -4.254], [-0.229, -0.650, -3.802], [1.319, -0.703, -2.930]],
  "nbo_charge": [1.26, -1.13, 1.65, -1.14, -1.12, -1.17, 1.17, -1.15, 1.64, -1.13, -1.12, -1.13, 0.27, 0.23, 0.24, 0.27, 0.25, 0.23, 0.27, 0.25, 0.26, 0.28, 0.27, 0.27, 0.28, 0.26, 0.27, 0.22, 0.26, 0.26, 0.27, 0.22, 0.27, 0.25, 0.36, -0.60, -0.22, -0.25, -0.35, 0.55, 0.23, 0.25, 0.27, -1.15, 1.90, -1.14, -1.15, -1.43, 0.26, 0.22, 0.25, 0.26, 0.24, 0.24, 0.26, 0.24, 0.25, -0.92, 0.84, -0.93, -0.94, 0.25, 0.25, 0.24, 0.24, 0.24, 0.25, 0.25, 0.23, 0.23],
  "de_lowest_ev": 1.632,
  "energy_ev": -137123.534,
  "total_charge": 2,
  "e_lumo_ev": [-8.69, -7.64]
}